Here is C56H48ClGeN3NaO3S2 as an isolated structure from the OMol25 dataset. Energies are from ωB97M-V/def2-TZVPD.

Output
orbital gap (spin up / spin down)	0.148 / 0.140	hartree
⟨S²⟩	0.782
F_max	2.051	eV/A
total charge	-2
ΔE to the lowest compared entry with this formula, charge and spin	241.76	kJ/mol
LUMO level (spin up / spin down)	3.57 / 3.56	eV
2S+1	2
DFT total energy	-6048.5932	Eh

Positions of all 115 atoms, in Å:
Na: -1.22 0.60 -0.42
S: -2.33 0.69 2.29
C: -3.60 0.34 1.24
C: -4.94 0.64 1.61
C: -5.97 0.34 0.76
C: -5.68 -0.28 -0.46
C: -4.35 -0.55 -0.74
N: -3.34 -0.25 0.05
H: -5.11 1.12 2.57
H: -6.99 0.58 1.03
H: -6.47 -0.54 -1.15
H: -4.08 -1.05 -1.66
C: 6.02 2.38 0.03
C: 4.64 2.88 -0.43
C: 4.79 4.06 -1.39
C: 3.87 3.36 0.81
C: 3.94 1.75 -1.18
C: 4.57 1.24 -2.32
C: 4.02 0.20 -3.05
C: 2.81 -0.32 -2.63
S: 1.89 -1.61 -3.34
C: 0.66 -1.37 -2.05
N: 0.95 -0.41 -1.23
C: 2.13 0.19 -1.51
C: 2.73 1.23 -0.79
C: -0.51 -2.20 -2.11
C: -0.90 -2.68 -3.37
C: -1.99 -3.49 -3.57
C: -2.77 -3.85 -2.47
C: -2.42 -3.40 -1.22
C: -1.28 -2.62 -0.99
H: 6.56 3.16 0.56
H: 6.63 2.07 -0.82
H: 5.90 1.53 0.68
H: 5.23 4.93 -0.89
H: 3.80 4.34 -1.77
H: 5.42 3.80 -2.24
H: 4.43 4.15 1.30
H: 3.73 2.55 1.52
H: 2.90 3.75 0.53
H: 5.51 1.65 -2.67
H: 4.52 -0.19 -3.92
H: 2.20 1.59 0.08
H: -0.30 -2.39 -4.23
H: -2.24 -3.84 -4.56
H: -3.62 -4.50 -2.60
H: -3.01 -3.68 -0.36
C: 5.02 -2.32 -0.33
C: 5.08 -1.23 0.51
C: 3.94 -0.80 1.17
C: 2.73 -1.46 1.03
C: 2.71 -2.59 0.22
C: 3.83 -3.02 -0.46
Ge: 0.90 -0.80 1.66
C: 0.76 -2.02 3.30
C: 1.66 -3.06 3.52
C: 1.54 -3.90 4.61
C: 0.50 -3.72 5.51
C: -0.40 -2.69 5.31
C: -0.27 -1.85 4.22
C: 1.22 0.98 2.61
C: 1.73 1.07 3.90
C: 1.77 2.28 4.58
C: 1.30 3.43 3.96
C: 0.78 3.36 2.68
C: 0.73 2.14 2.03
H: 5.90 -2.62 -0.89
H: 6.02 -0.70 0.63
H: 3.99 0.07 1.81
H: 1.77 -3.12 0.09
H: 3.79 -3.90 -1.09
H: 2.47 -3.22 2.82
H: 2.24 -4.71 4.75
H: 0.39 -4.40 6.35
H: -1.22 -2.55 6.01
H: -0.98 -1.05 4.07
H: 2.10 0.18 4.40
H: 2.15 2.33 5.59
H: 1.34 4.38 4.49
H: 0.39 4.25 2.20
H: 0.28 2.10 1.04
C: -2.53 3.43 -6.13
C: -3.22 3.72 -4.83
C: -3.73 4.99 -4.61
C: -4.36 5.29 -3.41
Cl: -4.99 6.89 -3.17
C: -4.49 4.34 -2.41
C: -3.99 3.07 -2.64
C: -3.36 2.75 -3.84
O: -3.00 1.44 -4.02
C: -1.60 1.15 -4.11
C: -0.80 2.08 -3.12
O: -0.10 2.95 -3.63
O: -1.00 1.83 -1.91
H: -2.78 4.19 -6.88
H: -2.82 2.45 -6.51
H: -1.45 3.43 -5.97
H: -3.65 5.75 -5.37
H: -4.96 4.59 -1.48
H: -4.06 2.31 -1.88
H: -1.23 1.28 -5.13
H: -1.52 0.11 -3.81
N: -0.95 -2.36 0.34
C: -1.44 -3.00 1.27
C: -2.00 -3.65 2.29
C: -3.30 -3.24 2.74
C: -3.96 -3.97 3.68
C: -3.39 -5.10 4.25
C: -2.10 -5.49 3.87
C: -1.41 -4.79 2.92
H: -3.73 -2.35 2.31
H: -4.96 -3.66 3.99
H: -3.93 -5.67 5.00
H: -1.64 -6.35 4.34
H: -0.41 -5.09 2.62

Here is C56H53BaBr2Cl4GeN5O5Se2 as an isolated structure from the OMol25 dataset. Energies are from ωB97M-V/def2-TZVPD.

Output
orbital gap	0.248	hartree
F_max	0.799	eV/A
ΔE to the lowest compared entry with this formula, charge and spin	62.79	kJ/mol
LUMO level	-0.13	eV
DFT total energy	-16710.0834	Eh

Positions of all 129 atoms, in Å:
Ba: 0.13 -0.08 -0.19
Se: 2.27 0.14 4.24
Se: 0.57 1.12 2.92
C: -0.86 -0.15 3.24
C: -1.08 -0.76 4.47
C: -2.15 -1.64 4.58
C: -2.97 -1.85 3.47
C: -2.67 -1.17 2.30
N: -1.64 -0.35 2.18
C: 3.62 0.60 2.91
C: 4.90 0.09 3.10
C: 5.84 0.41 2.13
C: 5.46 1.21 1.05
C: 4.16 1.68 0.99
N: 3.26 1.37 1.93
H: -0.45 -0.55 5.32
H: -2.35 -2.14 5.51
H: -3.81 -2.53 3.51
H: -3.27 -1.30 1.41
H: 5.15 -0.52 3.95
H: 6.85 0.03 2.21
H: 6.16 1.47 0.27
H: 3.81 2.31 0.19
C: 0.36 -1.66 -3.84
C: 0.60 -0.19 -4.02
C: 0.60 0.38 -5.31
C: 0.80 1.72 -5.45
C: 1.00 2.53 -4.30
C: 1.20 3.93 -4.36
Br: 1.23 4.82 -6.03
C: 1.34 4.65 -3.21
C: 1.32 4.02 -1.96
Br: 1.54 5.08 -0.42
C: 1.19 2.63 -1.80
O: 1.24 2.04 -0.68
C: 0.99 1.89 -3.04
N: 0.79 0.54 -2.94
H: 1.14 -2.25 -4.33
H: -0.59 -1.95 -4.31
H: 0.33 -1.94 -2.79
H: 0.45 -0.25 -6.18
H: 0.81 2.18 -6.42
H: 1.48 5.72 -3.25
Cl: -2.83 5.21 -4.27
C: -3.63 5.57 -2.78
C: -3.76 6.89 -2.38
C: -4.41 7.19 -1.20
C: -4.93 6.17 -0.41
C: -4.78 4.86 -0.81
Cl: -5.35 3.59 0.22
C: -4.13 4.52 -2.01
N: -3.94 3.17 -2.38
C: -4.92 2.39 -2.96
C: -6.25 2.81 -3.01
C: -7.25 1.99 -3.52
C: -6.94 0.74 -4.00
C: -5.62 0.32 -3.99
C: -4.60 1.12 -3.49
C: -3.18 0.60 -3.54
C: -2.65 0.29 -2.15
O: -2.00 1.14 -1.55
O: -2.88 -0.86 -1.56
H: -3.34 7.67 -3.00
H: -4.52 8.22 -0.89
H: -5.43 6.39 0.52
H: -2.98 2.94 -2.58
H: -6.51 3.79 -2.64
H: -8.27 2.35 -3.53
H: -7.71 0.10 -4.41
H: -5.35 -0.64 -4.42
H: -2.49 1.36 -3.95
H: -3.13 -0.26 -4.20
Cl: 4.24 -3.91 5.30
C: 5.34 -4.05 3.96
C: 6.70 -4.06 4.20
C: 7.57 -4.20 3.13
C: 7.09 -4.30 1.84
C: 5.73 -4.27 1.60
Cl: 5.15 -4.30 -0.02
C: 4.81 -4.17 2.66
N: 3.43 -4.15 2.47
C: 2.67 -5.18 1.92
C: 3.24 -6.41 1.63
C: 2.46 -7.43 1.10
C: 1.11 -7.26 0.89
C: 0.52 -6.05 1.22
C: 1.27 -4.99 1.72
C: 0.60 -3.68 2.06
C: 0.82 -2.63 0.97
O: 1.73 -1.78 1.08
O: 0.01 -2.65 0.00
H: 7.07 -3.97 5.21
H: 8.64 -4.22 3.31
H: 7.77 -4.38 1.00
H: 2.94 -3.41 2.95
H: 4.29 -6.57 1.81
H: 2.93 -8.38 0.87
H: 0.51 -8.06 0.49
H: -0.54 -5.90 1.07
H: 0.97 -3.30 3.02
H: -0.47 -3.84 2.17
C: -2.51 -6.90 -0.84
C: -1.70 -6.00 -1.76
C: -2.53 -4.86 -2.37
C: -2.91 -3.80 -1.34
Ge: -3.95 -2.29 -2.04
C: -5.71 -1.93 -1.22
C: -6.60 -3.17 -1.01
C: -7.57 -3.43 -2.16
C: -6.89 -3.72 -3.48
H: -1.91 -7.72 -0.45
H: -3.37 -7.33 -1.36
H: -2.90 -6.35 0.02
H: -1.26 -6.60 -2.56
H: -0.87 -5.56 -1.21
H: -3.42 -5.28 -2.85
H: -1.95 -4.40 -3.18
H: -2.00 -3.37 -0.91
H: -3.46 -4.26 -0.51
H: -4.03 -2.26 -3.59
H: -6.23 -1.18 -1.82
H: -5.51 -1.45 -0.25
H: -7.17 -3.05 -0.09
H: -5.98 -4.06 -0.86
H: -8.23 -2.56 -2.27
H: -8.21 -4.27 -1.89
H: -6.28 -2.88 -3.83
H: -7.62 -3.92 -4.27
H: -6.23 -4.59 -3.41

Here is C56H54MoOP4S2 as an isolated structure from the OMol25 dataset. Energies are from ωB97M-V/def2-TZVPD.

Output
orbital gap (spin up / spin down)	0.185 / 0.186	hartree
F_max	4.363	eV/A
total charge	+4
LUMO level (spin up / spin down)	-11.15 / -11.15	eV
DFT total energy	-4469.9978	Eh

Positions of all 118 atoms, in Å:
Mo: -0.61 -0.40 0.25
S: 0.95 -1.93 1.38
P: 1.37 -2.75 -0.55
C: 1.95 -1.27 0.08
P: 3.24 -0.11 0.17
S: 2.65 1.79 0.83
C: 4.12 -0.08 -1.37
C: 3.64 -0.73 -2.51
C: 4.38 -0.70 -3.67
C: 5.60 -0.03 -3.70
C: 6.08 0.62 -2.57
C: 5.34 0.60 -1.40
C: 4.31 -0.59 1.52
C: 5.35 -1.48 1.23
C: 6.06 -2.06 2.26
C: 5.73 -1.77 3.58
C: 4.71 -0.88 3.87
C: 3.99 -0.29 2.84
C: 2.60 -4.04 -0.49
C: 2.75 -4.80 0.67
C: 3.76 -5.75 0.74
C: 4.61 -5.93 -0.35
C: 4.46 -5.17 -1.50
C: 3.45 -4.23 -1.59
C: 0.31 -2.79 -1.96
C: 0.49 -3.79 -2.92
C: -0.25 -3.73 -4.10
C: -1.15 -2.69 -4.30
C: -1.37 -1.73 -3.32
C: -0.65 -1.81 -2.15
H: 2.67 -1.22 -2.50
H: 4.02 -1.20 -4.56
H: 6.18 -0.01 -4.62
H: 7.03 1.13 -2.60
H: 5.72 1.09 -0.51
H: 5.61 -1.71 0.20
H: 6.87 -2.74 2.04
H: 6.29 -2.23 4.39
H: 4.48 -0.64 4.90
H: 3.21 0.42 3.09
H: 2.09 -4.67 1.51
H: 3.88 -6.35 1.63
H: 5.39 -6.68 -0.30
H: 5.12 -5.33 -2.34
H: 3.35 -3.63 -2.49
H: 1.19 -4.59 -2.77
H: -0.12 -4.49 -4.85
H: -1.71 -2.64 -5.23
H: -2.10 -0.94 -3.48
H: -0.90 -1.10 -1.36
C: -1.58 1.48 3.24
C: -2.93 1.14 2.61
P: -3.12 1.91 0.95
C: -3.98 0.82 -0.17
C: -3.70 0.74 -1.54
C: -4.53 -0.03 -2.35
C: -5.63 -0.68 -1.81
C: -5.91 -0.58 -0.46
C: -5.09 0.18 0.37
C: -4.05 3.42 1.11
C: -4.74 3.91 -0.01
C: -5.56 5.01 0.12
C: -5.72 5.62 1.36
C: -5.03 5.15 2.47
C: -4.19 4.06 2.35
C: -0.48 1.40 2.19
P: -0.92 2.34 0.72
C: 0.19 1.92 -0.62
C: -0.23 1.34 -1.81
C: 0.59 1.29 -2.95
C: 1.83 1.94 -2.95
C: 2.32 2.50 -1.82
C: 1.59 2.49 -0.53
C: -0.83 4.11 0.97
C: -1.50 4.98 0.11
C: -1.34 6.34 0.26
C: -0.50 6.84 1.25
C: 0.18 5.97 2.10
C: 0.02 4.60 1.96
H: -1.36 0.79 4.05
H: -1.60 2.48 3.68
H: -3.76 1.52 3.21
H: -3.07 0.06 2.50
H: -2.89 1.31 -1.98
H: -4.33 -0.09 -3.42
H: -6.28 -1.25 -2.46
H: -6.79 -1.07 -0.04
H: -5.34 0.26 1.42
H: -4.65 3.42 -0.98
H: -6.10 5.39 -0.74
H: -6.39 6.46 1.46
H: -5.14 5.63 3.43
H: -3.64 3.71 3.22
H: -0.51 0.32 1.83
H: 0.54 1.51 2.54
H: -1.23 0.91 -1.89
H: 0.23 0.79 -3.84
H: 2.41 2.00 -3.87
H: 3.29 2.98 -1.81
H: 1.53 3.52 -0.16
H: -2.15 4.60 -0.68
H: -1.86 7.02 -0.40
H: -0.38 7.91 1.36
H: 0.82 6.37 2.88
H: 0.54 3.93 2.64
C: -2.19 -3.67 0.52
C: -2.53 -4.52 1.75
C: -2.82 -3.51 2.86
O: -3.16 -2.27 2.17
C: -2.70 -2.28 0.90
H: -2.68 -4.02 -0.39
H: -1.12 -3.66 0.33
H: -1.71 -5.19 2.02
H: -3.41 -5.14 1.56
H: -1.98 -3.33 3.52
H: -3.70 -3.77 3.45
H: -1.82 -1.45 0.90
H: -3.37 -1.77 0.21

Here is C56H55AsKN5O4 as an isolated structure from the OMol25 dataset. Energies are from ωB97M-V/def2-TZVPD.

Output
orbital gap	0.224	hartree
F_max	1.396	eV/A
total charge	-2
ΔE to the lowest compared entry with this formula, charge and spin	0.00	kJ/mol
LUMO level	3.80	eV
DFT total energy	-5577.5783	Eh

Positions of all 122 atoms, in Å:
K: -0.98 0.58 -1.21
C: -0.48 0.00 -5.01
C: -0.56 1.48 -5.21
C: 0.22 2.10 -6.17
C: 0.18 3.48 -6.34
C: -0.65 4.23 -5.53
C: -1.45 3.64 -4.55
C: -2.28 4.49 -3.65
C: -1.42 2.24 -4.40
N: -2.09 1.60 -3.37
C: -3.39 1.76 -3.18
O: -4.27 2.19 -3.94
C: -3.85 1.31 -1.78
C: -4.92 0.45 -1.61
C: -5.26 0.05 -0.33
C: -4.56 0.55 0.75
C: -3.50 1.42 0.51
N: -3.17 1.78 -0.73
C: -2.68 2.01 1.65
O: -3.31 2.43 2.63
N: -1.36 2.03 1.46
C: -0.65 2.73 2.45
C: -0.37 2.18 3.71
C: -0.89 0.83 4.06
C: 0.37 2.93 4.62
C: 0.81 4.20 4.32
C: 0.54 4.74 3.07
C: -0.18 4.01 2.12
C: -0.47 4.58 0.77
H: 0.11 -0.46 -5.80
H: -1.47 -0.45 -4.99
H: -0.02 -0.23 -4.05
H: 0.87 1.50 -6.78
H: 0.80 3.96 -7.09
H: -0.68 5.31 -5.62
H: -2.06 5.55 -3.80
H: -2.09 4.24 -2.60
H: -3.35 4.31 -3.81
H: -5.46 0.10 -2.48
H: -6.07 -0.65 -0.17
H: -4.80 0.29 1.78
H: -0.72 0.12 3.25
H: -1.97 0.87 4.20
H: -0.43 0.43 4.96
H: 0.58 2.50 5.59
H: 1.37 4.78 5.05
H: 0.88 5.74 2.81
H: -0.04 5.57 0.66
H: -1.54 4.63 0.58
H: -0.07 3.93 -0.02
C: -4.58 -3.37 2.81
C: -3.65 -2.18 3.04
C: -2.42 -2.50 3.85
C: -2.55 -2.65 5.23
C: -1.44 -2.81 6.04
C: -0.18 -2.80 5.47
C: -0.01 -2.66 4.11
C: 1.37 -2.65 3.51
C: 1.75 -4.01 2.94
C: -1.14 -2.56 3.29
N: -0.98 -2.37 1.90
C: -1.43 -3.31 1.14
C: -1.66 -3.24 -0.27
C: -2.05 -4.33 -1.06
C: -2.28 -3.80 -2.33
C: -2.05 -2.43 -2.21
N: -1.66 -2.08 -0.98
H: -5.48 -3.06 2.28
H: -4.88 -3.83 3.76
H: -4.09 -4.14 2.21
H: -4.20 -1.39 3.57
H: -3.36 -1.74 2.08
H: -3.54 -2.60 5.67
H: -1.56 -2.91 7.11
H: 0.70 -2.88 6.10
H: 2.08 -2.37 4.29
H: 1.44 -1.88 2.73
H: 1.70 -4.78 3.70
H: 2.76 -4.00 2.53
H: 1.08 -4.28 2.12
H: -1.72 -4.27 1.59
H: -2.15 -5.35 -0.73
H: -2.62 -4.32 -3.22
H: -2.18 -1.67 -2.97
O: 0.50 -0.12 0.91
H: -0.07 0.64 1.16
H: 0.00 -0.91 1.22
O: 1.22 0.88 -1.92
As: 2.57 0.16 -1.30
C: 2.39 -1.73 -1.06
C: 3.27 -2.48 -0.29
C: 3.15 -3.86 -0.27
C: 2.16 -4.49 -1.01
C: 1.28 -3.74 -1.77
C: 1.40 -2.36 -1.80
C: 3.96 0.29 -2.64
C: 4.05 -0.66 -3.65
C: 4.95 -0.51 -4.68
C: 5.79 0.60 -4.72
C: 5.71 1.55 -3.71
C: 4.79 1.40 -2.68
C: 3.33 0.99 0.25
C: 4.63 0.66 0.63
C: 5.17 1.20 1.80
C: 4.41 2.07 2.56
C: 3.13 2.43 2.16
C: 2.60 1.90 0.99
H: 4.03 -2.00 0.31
H: 3.82 -4.45 0.34
H: 2.06 -5.57 -0.98
H: 0.47 -4.20 -2.31
H: 0.69 -1.78 -2.39
H: 3.40 -1.54 -3.63
H: 5.01 -1.25 -5.47
H: 6.49 0.72 -5.53
H: 6.35 2.43 -3.74
H: 4.73 2.16 -1.91
H: 5.23 -0.01 0.02
H: 6.17 0.93 2.10
H: 4.81 2.49 3.47
H: 2.53 3.11 2.75
H: 1.60 2.19 0.69

Among the records above, which one has the highest DFT total energy?
C56H54MoOP4S2

Number 3 is which compound?
C56H54MoOP4S2

Which formula does entry 4 have?
C56H55AsKN5O4